Entry 1:
This record from OMol25 describes a molecular structure, C5H10I2. The level of theory is ωB97M-V with the def2-TZVPD basis set.

Its total charge is 0. The HOMO energy comes out at -9.0 eV. For the electronic energy, the calculation gives -21546.084 eV. Its HOMO-LUMO gap is 9.41 eV. Its energy above the lowest of the compared OMol25 structures with the same formula, charge and spin is 1.601 eV.

Each line ends with the natural charge from an NBO analysis.
Positions of all 17 atoms, in Å:
C -1.269 0.352 -1.274  -0.615
C -1.182 -0.451 1.200  -0.618
C 1.647 1.042 0.482  -0.574
C -0.642 -0.686 -0.311  -0.324
C 0.850 -0.583 -0.446  -0.228
I 3.616 1.437 -0.188  0.125
I 2.001 -2.367 0.093  0.099
H -1.290 1.225 -0.599  0.215
H -2.235 -0.067 -1.718  0.236
H -0.455 0.618 -2.023  0.212
H -1.074 0.510 1.594  0.200
H -0.673 -1.047 2.055  0.226
H -2.330 -0.644 1.163  0.215
H 0.948 1.846 0.333  0.200
H 1.779 0.823 1.587  0.220
H -0.842 -1.715 -0.513  0.225
H 1.151 -0.294 -1.435  0.184

Atoms 1-2, force components in eV/Å:
0.889 -0.623 0.119
-0.935 -2.691 -0.503


Entry 2:
This record from OMol25 describes a single C4H8P2 molecule. The level of theory is ωB97M-V with the def2-TZVPD basis set.

Its total charge is 0. The HOMO energy comes out at -7.6 eV. For the electronic energy, the calculation gives -22851.699 eV. Its HOMO-LUMO gap is 6.72 eV. Its energy above the lowest of the compared OMol25 structures with the same formula, charge and spin is 2.749 eV.

Each line ends with the natural charge from an NBO analysis.
Positions of all 14 atoms, in Å:
C 0.872 0.792 -1.714  -0.364
C 0.313 -0.236 -1.110  -0.208
C 0.092 -0.139 0.387  -0.505
C 0.177 -1.470 1.036  -0.623
P -1.341 1.058 0.899  0.319
P -0.872 2.894 1.438  -0.146
H 0.965 0.734 -2.771  0.203
H 0.953 1.756 -1.134  0.213
H -0.193 -1.047 -1.634  0.211
H 0.920 0.397 0.905  0.251
H 0.047 -1.482 2.167  0.225
H -0.494 -2.306 0.742  0.208
H 1.067 -1.878 0.647  0.221
H -2.506 0.927 0.141  -0.004

Atoms 1-2, force components in eV/Å:
-0.641 0.940 0.434
-0.926 0.678 1.278


Entry 3:
This record from OMol25 describes a single C2H3N3S molecule. The level of theory is ωB97M-V with the def2-TZVPD basis set.

Its total charge is 0. The HOMO energy (spin up / spin down) comes out at -7.9 / -7.9 eV. For the electronic energy, the calculation gives -17425.275 eV. Its HOMO-LUMO gap (spin up / spin down) is 8.28 / 8.28 eV. Its energy above the lowest of the compared OMol25 structures with the same formula, charge and spin is 2.522 eV.

Each line ends with the natural charge from an NBO analysis.
Positions of all 9 atoms, in Å:
S 2.808 -0.371 0.012  -0.191
N 1.164 0.002 -0.055  -0.027
N 0.635 1.188 -0.024  -0.180
C -0.717 1.079 -0.014  -0.109
C -0.996 -0.218 -0.015  -0.074
N 0.176 -0.896 -0.053  -0.316
H -1.337 1.954 0.066  0.238
H -1.764 -0.883 0.241  0.223
H 0.032 -1.855 -0.157  0.437

Atoms 1-2, force components in eV/Å:
0.120 -0.235 -0.138
0.106 0.046 -0.036


Entry 4:
This record from OMol25 describes a single C17H22O6 molecule. The level of theory is ωB97M-V with the def2-TZVPD basis set.

Its total charge is 0. The HOMO energy comes out at -8.4 eV. For the electronic energy, the calculation gives -30270.468 eV. Its HOMO-LUMO gap is 8.98 eV. Its energy above the lowest of the compared OMol25 structures with the same formula, charge and spin is 0.000 eV.

Each line ends with the natural charge from an NBO analysis.
Positions of all 45 atoms, in Å:
C 2.260 2.062 4.080  -0.251
O 1.263 1.075 4.182  -0.494
C 0.405 0.908 3.136  0.287
C -0.579 -0.067 3.304  -0.254
C -1.485 -0.324 2.299  -0.191
C -1.436 0.373 1.095  -0.030
C -2.420 0.026 -0.006  -0.272
C -2.343 0.974 -1.159  -0.188
C -1.774 0.646 -2.320  0.146
C -1.717 1.595 -3.471  0.745
O -2.155 2.712 -3.423  -0.561
O -1.130 1.099 -4.565  -0.661
O -1.191 -0.573 -2.598  -0.544
C -0.977 -1.408 -1.471  0.389
O 0.131 -1.015 -0.741  -0.551
C 1.386 -1.202 -1.371  -0.061
C 2.470 -0.695 -0.427  -0.421
C 2.449 -1.401 0.930  -0.432
C 2.989 -2.831 0.862  -0.059
O 4.318 -2.894 0.399  -0.720
C -2.187 -1.398 -0.538  -0.427
C -0.469 1.352 0.942  -0.192
C 0.444 1.624 1.947  -0.268
H 2.943 1.860 3.248  0.172
H 1.827 3.060 3.959  0.177
H 2.813 2.022 5.017  0.201
H -0.610 -0.610 4.235  0.224
H -2.244 -1.078 2.453  0.207
H -3.430 0.073 0.421  0.233
H -2.756 1.964 -1.057  0.248
H -0.851 0.183 -4.402  0.503
H -0.823 -2.409 -1.916  0.167
H 1.526 -2.268 -1.601  0.166
H 1.425 -0.642 -2.316  0.181
H 2.310 0.372 -0.271  0.212
H 3.441 -0.844 -0.904  0.221
H 3.060 -0.830 1.635  0.195
H 1.427 -1.418 1.307  0.230
H 2.908 -3.296 1.855  0.162
H 2.410 -3.430 0.158  0.170
H 4.871 -2.357 0.979  0.461
H -3.058 -1.732 -1.105  0.221
H -1.998 -2.094 0.277  0.229
H -0.414 1.913 0.022  0.220
H 1.182 2.394 1.785  0.213

Atoms 1-2, force components in eV/Å:
0.147 0.150 -0.016
-0.250 -0.216 -0.019


Entry 5:
This record from OMol25 describes 2 unconnected molecules or ions with the total composition C3H8S2. The level of theory is ωB97M-V with the def2-TZVPD basis set.

Its total charge is -1. The HOMO energy (spin up / spin down) comes out at 1.1 / -5.0 eV. The multiplicity is 2. For the electronic energy, the calculation gives -24907.813 eV. Its HOMO-LUMO gap (spin up / spin down) is 2.29 / 8.44 eV. Its energy above the lowest of the compared OMol25 structures with the same formula, charge and spin is 3.770 eV.

Each line ends with the natural charge from an NBO analysis.
Positions of all 13 atoms, in Å:
C -2.207 -0.860 -0.362  -0.497
C -1.938 0.059 -1.345  -0.538
H -1.422 -0.903 0.506  0.224
H -2.892 -1.625 -0.671  0.175
H -1.481 0.963 -1.008  0.185
H -2.156 -0.204 -2.362  0.175
C 1.975 1.307 1.283  -0.744
S 1.547 -0.608 1.402  -0.157
S 1.791 -1.732 -0.364  -0.488
H 2.763 1.514 2.041  0.202
H 0.956 1.663 1.538  0.216
H 2.298 1.522 0.325  0.205
H 0.766 -1.098 -0.981  0.043

Atoms 1-2, force components in eV/Å:
2.320 1.216 -0.300
-0.289 -1.407 2.140


Entry 6:
This record from OMol25 describes a molecular structure, C10H17Cl3O6Pd. The level of theory is ωB97M-V with the def2-TZVPD basis set.

Its total charge is -2. The HOMO energy (spin up / spin down) comes out at -1.1 / -0.1 eV. The multiplicity is 5. For the electronic energy, the calculation gives -63967.436 eV. Its HOMO-LUMO gap (spin up / spin down) is 5.89 / 2.92 eV.

Each line ends with the natural charge from an NBO analysis.
Positions of all 37 atoms, in Å:
C 0.235 -1.116 -1.254  0.070
C 1.103 -0.012 -1.494  0.089
C 0.305 1.159 -1.614  0.081
C 2.562 -0.025 -1.660  -0.701
C -1.050 0.785 -1.447  0.056
C -1.101 -0.618 -1.221  0.189
C -2.317 -1.422 -0.978  -0.715
C 0.643 -2.517 -1.049  -0.702
C 0.828 2.521 -1.808  -0.692
C -2.182 1.732 -1.474  -0.659
Pd 1.508 0.671 1.622  1.086
Cl 2.637 2.399 1.055  -0.671
Cl 2.914 -1.230 1.388  -0.737
O -0.411 1.362 1.401  -1.058
H 2.991 -0.941 -1.244  0.262
H 2.996 0.810 -1.094  0.273
H 2.838 0.083 -2.724  0.199
H 1.605 2.738 -1.053  0.293
H 0.027 3.255 -1.683  0.214
H 1.268 2.623 -2.810  0.205
H -1.983 2.574 -0.800  0.253
H -3.108 1.238 -1.173  0.222
H -2.314 2.132 -2.489  0.204
H -3.162 -0.756 -0.773  0.208
H -2.186 -2.101 -0.122  0.329
H -2.571 -2.021 -1.868  0.207
H 1.588 -2.544 -0.495  0.275
H 0.776 -3.032 -2.013  0.206
H -0.107 -3.055 -0.459  0.284
H -0.839 1.188 2.285  0.474
O -1.665 -3.197 2.008  -1.235
H -1.167 -2.538 2.573  0.431
O -0.351 -1.425 4.084  -0.804
Cl -0.163 -0.062 4.509  2.498
O -1.291 0.765 4.060  -0.868
O 0.046 0.055 5.934  -0.853
O 1.096 0.520 3.881  -0.910

Atoms 1-2, force components in eV/Å:
0.043 0.272 -0.043
-0.520 0.187 0.005


- The lowest total charge belongs to which entry?
  C10H17Cl3O6Pd


- total charge of number 6 (C10H17Cl3O6Pd)?
  -2


- What is the electronic energy in the sixth record?
  -63967.436 eV


- electronic energy of number 3 (C2H3N3S)?
  -17425.275 eV